Formula: C5H10N2O
Source: the Open Molecules 2025 dataset
Level of theory: the ωB97M-V functional and the def2-TZVPD basis

Last column: Löwdin charge in e.
Cartesian coordinates (Å):
C1 -2.833 -0.623 0.829  -0.137
O1 -3.413 0.673 0.582  -0.123
H1 -4.225 0.732 1.084  0.061
H2 -3.460 -1.238 1.421  0.066
H3 -2.582 -1.004 -0.166  0.062
H4 -1.835 -0.486 1.265  0.066
C2 0.046 -0.582 -1.976  -0.028
C3 0.870 -0.191 -0.775  -0.349
C4 2.265 1.023 0.310  -0.214
C5 1.082 -0.820 0.412  -0.093
N1 1.619 0.972 -0.814  0.090
N2 1.968 -0.037 1.107  0.040
H5 2.952 1.786 0.622  0.111
H6 0.060 0.219 -2.697  0.072
H7 -0.885 -0.983 -1.617  0.048
H8 2.438 -0.243 1.970  0.141
H9 0.800 -1.787 0.773  0.111
H10 0.652 -1.354 -2.458  0.077

Cartesian forces (eV/Å) of the 2 atoms listed first:
1.393 1.675 -1.424
0.079 -0.371 0.272

Values from the calculation:
E_tot in eV: -10374.0820
LUMO level in eV: 0.87
HOMO level in eV: -8.55
SMILES: Cc1c[nH]cn1.CO
Total charge: 0

***

Formula: C3H9N2O2S
Source: the Open Molecules 2025 dataset
Level of theory: the ωB97M-V functional and the def2-TZVPD basis

Last column: Löwdin charge in e.
Cartesian coordinates (Å):
C1 1.249 0.858 -0.305  -0.277
C2 1.686 1.947 -1.223  0.080
C3 -0.861 -0.255 0.068  -0.876
N1 -0.910 0.036 1.336  0.136
N2 -0.276 -2.056 0.189  0.126
O1 1.632 0.427 0.771  0.134
O2 -0.070 0.287 -0.796  -0.001
S1 -2.416 -0.698 -0.662  0.960
H1 0.858 2.088 -2.002  0.153
H2 1.803 2.788 -0.623  0.096
H3 2.631 1.778 -1.430  0.055
H4 -0.052 0.339 1.709  0.088
H5 -1.643 -0.186 1.999  0.144
H6 0.719 -2.040 -0.112  0.129
H7 -0.281 -2.392 1.154  0.125
H8 -0.844 -2.669 -0.322  0.052
H9 -3.225 -0.252 0.249  -0.123

Cartesian forces (eV/Å) of the 2 atoms listed first:
-1.098 -1.413 2.679
-5.723 -0.992 0.259

Values from the calculation:
E_tot in eV: -21159.5333
LUMO level in eV: -3.53
HOMO level in eV: -13.99
Total charge: +1

***

Formula: C15H20MoN3O9P2SbSe4
Source: the Open Molecules 2025 dataset
Level of theory: the ωB97M-V functional and the def2-TZVPD basis

Last column: Löwdin charge in e.
Cartesian coordinates (Å):
Mo1 0.996 -0.042 0.504  1.049
Se1 4.567 0.980 4.470  -0.005
Sb1 2.309 0.627 4.057  -0.098
Se2 1.260 1.937 2.206  0.127
Se3 2.405 -1.410 1.523  0.247
Se4 0.743 -0.590 5.300  -0.012
O1 1.188 3.261 -1.276  -0.073
P1 0.037 2.212 -1.457  0.579
O2 -1.085 3.072 -2.251  -0.077
O3 -0.499 1.606 -0.205  -0.402
O4 -0.761 0.008 -2.751  -0.094
P2 -0.251 -1.409 -2.177  0.279
O5 1.258 -1.557 -2.645  -0.087
O6 -1.171 -2.464 -2.576  -0.216
O7 -0.108 -1.196 -0.639  -0.480
H1 1.870 2.971 -0.649  0.070
H2 1.357 -1.883 -3.548  0.102
C1 -1.455 -2.817 -9.248  -0.049
C2 -1.591 -1.418 -8.711  -0.226
C3 -2.198 -0.438 -9.486  -0.050
C4 -2.355 0.857 -9.013  -0.078
C5 -1.873 1.185 -7.760  -0.019
C6 -1.260 0.214 -6.975  -0.216
N1 -0.791 0.578 -5.684  0.103
C7 0.546 0.724 -5.373  -0.186
C8 1.536 0.510 -6.337  -0.010
C9 2.875 0.672 -6.029  -0.071
C10 3.273 1.063 -4.760  -0.079
C11 2.306 1.269 -3.790  -0.037
C12 0.959 1.087 -4.072  -0.109
C13 -0.087 1.208 -3.006  -0.426
O8 -1.113 2.161 -3.396  -0.027
O9 1.866 0.690 -0.756  -0.553
C14 -1.131 -1.102 -7.425  -0.169
C15 -0.529 -2.155 -6.537  -0.022
H3 -1.777 -2.863 -10.287  0.075
H4 -2.064 -3.522 -8.678  0.085
H5 -0.423 -3.170 -9.196  0.084
H6 -2.558 -0.696 -10.475  0.108
H7 -2.835 1.609 -9.624  0.103
H8 -1.954 2.196 -7.378  0.116
H9 -1.448 1.110 -5.139  0.129
H10 1.236 0.239 -7.340  0.118
H11 3.617 0.504 -6.800  0.108
H12 4.319 1.198 -4.523  0.104
H13 2.605 1.539 -2.789  0.089
H14 0.540 -2.282 -6.732  0.089
H15 -1.008 -3.121 -6.691  0.079
H16 -0.657 -1.889 -5.487  0.067
N2 -1.773 -1.448 1.586  0.000
N3 -0.855 -0.371 1.861  -0.204
H17 -1.778 -2.076 2.380  0.081
H18 -1.428 -1.949 0.775  0.046
H19 -0.509 -0.455 2.821  -0.033
H20 -1.384 0.498 1.840  0.070

Cartesian forces (eV/Å) of the 2 atoms listed first:
-0.019 0.490 -0.294
0.088 0.016 -0.054

Values from the calculation:
E_tot in eV: -327138.5335
LUMO level in eV: -2.62
HOMO level in eV: -8.32
Total charge: 0

***

Formula: C25H52BN12O2Sr
Source: the Open Molecules 2025 dataset
Level of theory: the ωB97M-V functional and the def2-TZVPD basis

Last column: Löwdin charge in e.
Cartesian coordinates (Å):
Sr1 -0.140 -0.389 -0.662  1.465
C1 -1.611 -3.744 -3.363  -0.023
C2 -0.668 -2.763 -3.090  -0.165
N1 -0.965 -2.134 -1.954  -0.153
N2 -2.088 -2.685 -1.486  -0.035
C3 -2.502 -3.656 -2.310  -0.029
B1 -2.778 -2.273 -0.175  -0.512
N3 -3.183 -0.792 -0.205  -0.036
C4 -4.439 -0.343 -0.322  -0.034
C5 -4.426 1.033 -0.190  -0.022
C6 -3.086 1.340 0.008  -0.161
N4 -2.344 0.234 -0.004  -0.130
N5 -1.814 -2.508 1.004  -0.038
C7 -2.016 -3.387 1.992  -0.043
C8 -0.953 -3.309 2.871  -0.036
C9 -0.129 -2.335 2.320  -0.182
N6 -0.659 -1.858 1.193  -0.119
H1 -1.645 -4.419 -4.193  0.109
H2 0.187 -2.477 -3.680  0.100
H3 -3.389 -4.224 -2.119  0.136
H4 -3.741 -2.941 -0.028  0.131
H5 -5.264 -1.005 -0.483  0.135
H6 -5.261 1.702 -0.220  0.109
H7 -2.642 2.309 0.168  0.102
H8 -2.882 -4.015 2.027  0.133
H9 -0.808 -3.874 3.767  0.102
H10 0.808 -1.958 2.682  0.076
N7 -0.371 0.497 5.086  0.161
C10 0.253 1.784 5.510  -0.277
C11 1.724 1.792 5.107  -0.091
C12 1.919 1.690 3.588  -0.359
N8 1.557 0.347 3.129  0.045
C13 1.085 2.762 2.882  -0.098
C14 -0.383 2.807 3.304  -0.325
N9 -1.093 1.586 2.878  0.065
C15 -0.499 2.924 4.828  -0.083
H11 0.302 -0.270 5.137  0.142
H12 -0.662 0.698 4.014  0.089
H13 -1.195 0.274 5.645  0.167
H14 0.177 1.880 6.598  0.161
H15 2.257 0.982 5.608  0.129
H16 2.153 2.733 5.448  0.139
H17 2.981 1.911 3.379  0.146
H18 2.288 -0.300 3.408  0.094
H19 1.502 0.328 2.110  0.057
H20 1.151 2.610 1.801  0.103
H21 1.530 3.731 3.106  0.139
H22 -0.830 3.699 2.850  0.151
H23 -0.845 1.313 1.929  0.069
H24 -2.098 1.735 2.909  0.123
H25 -1.548 2.914 5.123  0.132
H26 -0.074 3.872 5.155  0.141
N10 5.423 -3.577 -3.120  0.235
C16 4.370 -2.762 -2.417  -0.294
C17 4.466 -3.050 -0.922  -0.089
C18 3.517 -2.154 -0.094  -0.354
N11 2.101 -2.475 -0.233  0.056
C19 3.776 -0.684 -0.436  -0.114
C20 3.637 -0.366 -1.926  -0.349
N12 2.240 -0.418 -2.343  0.041
C21 4.576 -1.284 -2.742  -0.084
H27 5.296 -4.581 -2.932  0.188
H28 6.359 -3.308 -2.781  0.186
H29 5.404 -3.431 -4.138  0.188
H30 3.405 -3.104 -2.801  0.153
H31 5.484 -2.859 -0.578  0.138
H32 4.233 -4.100 -0.729  0.135
H33 3.778 -2.297 0.959  0.153
H34 1.802 -3.140 0.470  0.088
H35 1.882 -2.886 -1.133  0.064
H36 4.778 -0.410 -0.104  0.136
H37 3.052 -0.074 0.105  0.095
H38 3.981 0.663 -2.068  0.144
H39 1.998 -1.315 -2.742  0.053
H40 2.053 0.283 -3.050  0.093
H41 5.599 -0.998 -2.494  0.138
H42 4.415 -1.108 -3.808  0.135
C22 3.087 3.214 -0.620  -0.087
O1 1.871 2.552 -0.931  -0.238
C23 1.136 3.192 -1.963  -0.176
C24 -0.315 2.733 -1.848  -0.171
O2 -0.477 1.355 -2.135  -0.439
C25 -1.028 1.106 -3.414  -0.059
H43 2.906 4.258 -0.348  0.102
H44 3.790 3.203 -1.460  0.097
H45 3.518 2.681 0.224  0.085
H46 1.553 2.944 -2.949  0.138
H47 1.173 4.284 -1.843  0.144
H48 -0.948 3.338 -2.500  0.147
H49 -0.623 2.886 -0.811  0.119
H50 -2.014 1.571 -3.514  0.117
H51 -1.136 0.029 -3.525  0.078
H52 -0.380 1.482 -4.214  0.110

Cartesian forces (eV/Å) of the 2 atoms listed first:
2.829 0.349 0.656
0.016 -0.030 0.018

Values from the calculation:
E_tot in eV: -50239.1333
LUMO level in eV: -7.05
HOMO level in eV: -15.72
Total charge: +3

***

Formula: C3H7NO
Source: the Open Molecules 2025 dataset
Level of theory: the ωB97M-V functional and the def2-TZVPD basis

Last column: Löwdin charge in e.
Cartesian coordinates (Å):
C1 0.214 1.027 0.144  -0.289
C2 -1.150 0.461 -0.217  -0.117
C3 -1.468 -0.808 0.263  0.008
H1 1.096 -1.243 -0.830  0.155
H2 2.716 -0.741 0.047  0.098
H3 0.044 1.827 0.878  0.119
H4 0.711 1.483 -0.748  0.124
H5 -1.842 1.085 -0.739  0.079
H6 -2.394 -1.349 -0.023  0.056
H7 -0.760 -1.361 0.848  0.041
N1 1.788 -0.458 -0.343  -0.025
O1 1.045 0.077 0.719  -0.249

Cartesian forces (eV/Å) of the 2 atoms listed first:
-1.061 1.392 -0.477
0.330 -3.631 2.016

Values from the calculation:
E_tot in eV: -6758.7036
LUMO level in eV: 1.10
HOMO level in eV: -9.02
SMILES: C=CCON
Total charge: 0

***

Formula: C41H36FIrN4O5S5
Source: the Open Molecules 2025 dataset
Level of theory: the ωB97M-V functional and the def2-TZVPD basis

Last column: Löwdin charge in e.
Cartesian coordinates (Å):
Ir1 -1.088 0.284 1.437  0.854
O1 -0.358 7.068 1.365  -0.098
C1 -0.477 5.870 1.378  -1.044
S1 -1.921 5.032 1.980  0.917
C2 -1.378 3.407 1.623  -1.078
C3 -0.155 3.272 1.091  -1.118
S2 0.468 1.710 0.623  0.550
S3 0.762 4.737 0.816  0.972
S4 -2.456 2.058 1.859  0.689
F1 -3.488 4.043 -2.848  0.061
C4 -4.013 3.441 -1.752  -0.188
C5 -3.810 2.105 -1.552  0.085
C6 -4.344 1.487 -0.429  -0.119
C7 -3.955 0.085 -0.159  -0.378
O2 -3.328 -0.571 -0.975  0.075
C8 -4.333 -0.380 1.165  -0.088
C9 -5.210 0.321 1.903  0.009
N1 -5.622 1.596 1.608  -0.013
C10 -6.507 2.302 2.491  -0.264
C11 -6.375 2.112 3.969  -0.080
C12 -5.955 3.410 3.348  -0.102
C13 -5.133 2.217 0.469  -0.193
C14 -5.315 3.585 0.250  0.051
C15 -4.721 4.211 -0.832  -0.158
N2 -4.787 5.634 -0.912  -0.120
C16 -6.054 6.272 -1.200  -0.118
C17 -6.133 7.548 -0.328  -0.074
N3 -4.741 7.828 0.161  0.046
C18 -3.773 7.825 -0.984  -0.062
C19 -3.671 6.367 -1.486  -0.128
C20 -3.611 -1.552 1.782  -0.598
O3 -4.187 -2.505 2.277  0.070
O4 -2.346 -1.323 1.822  -0.267
H1 -3.203 1.513 -2.226  0.145
H2 -5.561 -0.081 2.843  0.146
H3 -7.511 2.434 2.100  0.151
H4 -5.587 1.468 4.333  0.107
H5 -7.289 2.080 4.544  0.106
H6 -4.890 3.589 3.272  0.090
H7 -6.569 4.286 3.510  0.099
H8 -5.833 4.190 0.982  0.110
H9 -6.871 5.601 -0.950  0.132
H10 -6.148 6.532 -2.263  0.133
H11 -6.761 7.417 0.551  0.131
H12 -6.467 8.422 -0.884  0.129
H13 -4.484 7.029 0.753  0.168
H14 -4.696 8.686 0.707  0.185
H15 -2.821 8.216 -0.634  0.135
H16 -4.179 8.499 -1.736  0.131
H17 -2.742 5.911 -1.148  0.130
H18 -3.667 6.371 -2.579  0.126
O5 0.109 -1.329 0.682  -0.668
S5 -0.219 -2.800 0.934  1.042
C21 1.212 -3.597 0.161  -0.261
C22 1.232 -5.065 0.474  -0.283
C23 0.192 -5.893 0.055  -0.048
C24 0.194 -7.240 0.380  -0.077
C25 1.237 -7.776 1.122  -0.088
C26 2.278 -6.958 1.538  -0.074
C27 2.273 -5.608 1.220  -0.044
C28 0.104 -3.154 2.675  -0.247
C29 1.502 -2.983 3.198  -0.256
C30 2.319 -1.918 2.827  -0.055
C31 3.599 -1.801 3.353  -0.068
C32 4.071 -2.731 4.267  -0.088
C33 3.257 -3.787 4.653  -0.082
C34 1.986 -3.914 4.115  -0.052
H19 2.108 -3.082 0.502  0.093
H20 1.075 -3.400 -0.904  0.107
H21 -0.625 -5.477 -0.523  0.116
H22 -0.622 -7.873 0.053  0.104
H23 1.239 -8.828 1.375  0.101
H24 3.095 -7.369 2.118  0.105
H25 3.076 -4.966 1.561  0.116
H26 -0.250 -4.180 2.806  0.108
H27 -0.612 -2.500 3.176  0.078
H28 1.953 -1.172 2.134  0.098
H29 4.222 -0.968 3.054  0.107
H30 5.065 -2.631 4.684  0.100
H31 3.612 -4.514 5.372  0.102
H32 1.357 -4.748 4.407  0.118
N4 0.865 0.091 8.585  0.134
C35 0.572 0.136 7.473  -0.197
C36 0.197 0.189 6.088  -0.250
C37 1.039 0.768 5.144  -0.037
C38 0.673 0.804 3.809  -0.118
C39 -0.535 0.251 3.359  -0.321
C40 -1.388 -0.286 4.339  -0.108
C41 -1.028 -0.328 5.674  -0.035
H33 1.988 1.185 5.456  0.117
H34 1.351 1.260 3.104  0.061
H35 -2.346 -0.692 4.052  0.092
H36 -1.699 -0.761 6.405  0.116

Cartesian forces (eV/Å) of the 2 atoms listed first:
0.020 0.059 0.000
-0.131 0.377 -0.055

Values from the calculation:
E_tot in eV: -119031.1847
LUMO level in eV: -1.13
HOMO level in eV: -6.26
Total charge: 0

***

Formula: C3H7N2S
Source: the Open Molecules 2025 dataset
Level of theory: the ωB97M-V functional and the def2-TZVPD basis

Last column: Löwdin charge in e.
Cartesian coordinates (Å):
C1 -0.091 -0.196 -1.404  -0.053
C2 -0.278 -1.172 -0.548  -0.101
C3 -0.359 1.112 0.530  -0.549
N1 -0.018 1.085 -0.806  -0.006
N2 -0.217 -0.873 0.865  0.084
S1 0.467 2.034 1.712  0.941
H1 -0.097 -0.285 -2.428  0.113
H2 -0.514 -2.108 -0.858  0.097
H3 -1.429 1.165 0.737  0.113
H4 0.871 1.534 -1.099  0.161
H5 -1.045 -1.133 1.244  0.073
H6 0.532 -1.595 1.281  0.213
H7 1.606 1.754 1.077  -0.087

Cartesian forces (eV/Å) of the 2 atoms listed first:
-1.146 0.876 2.403
0.290 1.547 0.669

Values from the calculation:
E_tot in eV: -17031.0367
LUMO level in eV: -4.33
HOMO level in eV: -14.21
Total charge: +1

***

Formula: C5H9NS
Source: the Open Molecules 2025 dataset
Level of theory: the ωB97M-V functional and the def2-TZVPD basis

Last column: Löwdin charge in e.
Cartesian coordinates (Å):
C1 0.327 0.066 0.417  -0.450
C2 -0.294 -1.251 0.816  -0.574
C3 -1.649 -1.465 1.202  -0.045
C4 1.207 1.548 -1.341  -0.198
C5 -0.086 0.852 -0.956  -0.234
N1 0.720 -2.016 0.823  -0.218
S1 1.969 -0.905 0.274  0.833
H1 0.432 0.765 1.277  0.115
H2 -1.901 -0.940 2.100  0.073
H3 -1.597 -2.620 1.510  0.138
H4 -2.375 -1.278 0.397  0.090
H5 1.052 2.290 -2.310  0.128
H6 2.064 0.899 -1.464  0.012
H7 1.600 2.294 -0.671  0.057
H8 -0.631 0.110 -1.642  0.127
H9 -0.837 1.651 -0.434  0.145

Cartesian forces (eV/Å) of the 2 atoms listed first:
0.533 0.930 -1.468
2.545 2.843 -1.042

Values from the calculation:
E_tot in eV: -17653.6382
LUMO level in eV: 0.89
HOMO level in eV: -8.58
Total charge: 0